(1)
{
  "formula": "C3H4ClF",
  "method": "ωB97M-V/def2-TZVPD",
  "gap_ev": [7.49, 9.23],
  "charge": 0,
  "spin_multiplicity": 1,
  "e_lumo_ev": [-0.5, 0.3],
  "de_lowest_kcal_mol": 83.0,
  "elements": ["C", "H", "H", "C", "H", "F", "Cl", "H", "C"],
  "xyz": [[0.7279, -0.6126, 1.1038], [-1.9773, -0.0303, -0.6326], [0.8475, 1.0440, -0.2968], [-1.1277, 0.6428, -0.5549], [0.4959, -0.5331, -0.9100], [-1.4502, 1.9135, -0.6676], [2.2966, -1.3033, 0.7472], [-0.0183, -1.3709, 1.3841], [0.2057, 0.2500, -0.1732]],
  "mulliken_charge": [-0.221, 0.369, 0.347, -0.257, 0.315, -0.210, -0.147, 0.295, -0.490]
}

(2)
{
  "formula": "C4H8N2O2",
  "method": "ωB97M-V/def2-TZVPD",
  "gap_ev": 9.41,
  "smiles": "COC1=NOC[C@H]1N",
  "charge": 0,
  "spin_multiplicity": 1,
  "e_lumo_ev": 0.6,
  "de_lowest_kcal_mol": 171.6,
  "elements": ["H", "C", "H", "H", "N", "O", "O", "C", "C", "H", "N", "H", "C", "H", "H", "H"],
  "xyz": [[2.7457, -0.8114, -0.5520], [1.8627, -0.8368, 0.1600], [1.3170, 1.6938, -1.4360], [0.2636, 2.3297, -0.0854], [-0.2827, -1.2745, -0.1493], [0.9534, -1.8484, -0.3599], [-1.4463, 0.4693, 0.2438], [1.0936, 0.5221, 0.3294], [-0.1781, -0.0031, 0.0714], [-2.1325, -1.2475, 0.4604], [1.2271, 1.7699, -0.4522], [-2.8146, -0.5230, -1.1580], [-2.6509, -0.3084, -0.1404], [1.0415, 0.8017, 1.5527], [2.5481, -0.9541, 1.2883], [-3.5475, 0.2207, 0.2272]],
  "mulliken_charge": [0.280, -0.490, 0.267, 0.332, -0.461, -0.295, -0.425, 0.368, 0.439, 0.308, -0.615, 0.244, -0.549, 0.181, 0.208, 0.206]
}

(3)
{
  "formula": "C4H14N3O",
  "method": "ωB97M-V/def2-TZVPD",
  "gap_ev": 9.50,
  "charge": 1,
  "spin_multiplicity": 1,
  "e_lumo_ev": -2.9,
  "de_lowest_kcal_mol": 69.3,
  "elements": ["O", "N", "H", "C", "C", "H", "C", "H", "N", "H", "H", "H", "H", "N", "H", "H", "C", "H", "H", "H", "H", "H"],
  "xyz": [[-0.1911, -0.3596, 2.5333], [-1.5402, 1.5059, 0.8023], [4.1569, -0.4023, -1.4160], [-1.3673, -0.6639, -0.3904], [0.1262, -0.8379, -0.8524], [-2.3784, 1.9691, 1.2830], [2.2474, 0.3413, -0.9152], [-0.7792, 2.1701, 0.6876], [3.1083, -0.5999, -1.3800], [-2.9510, 0.6240, -0.4560], [2.6685, -1.4271, -1.8546], [-1.4585, 1.1884, -1.3281], [0.1539, -1.1844, -1.8579], [1.0467, 0.2450, -0.6255], [2.7564, 1.4272, -0.4626], [-1.3612, -1.1261, 0.6965], [-1.9182, 0.8155, -0.4719], [0.7516, -0.5153, 2.4152], [0.4538, -1.7038, -0.4166], [-0.3441, -0.8651, 3.3321], [-2.0625, -1.4110, -0.8924], [-1.1179, 0.8099, 1.5697]],
  "mulliken_charge": [-0.639, -0.258, 0.252, -0.568, -1.151, 0.414, -0.002, 0.397, -0.393, 0.364, 0.219, 0.317, 0.667, -0.268, 0.201, 0.200, -0.615, 0.280, 0.627, 0.313, 0.386, 0.257]
}

(4)
{
  "formula": "C5H6CuLiMgO4",
  "method": "ωB97M-V/def2-TZVPD",
  "gap_ev": 7.77,
  "charge": 2,
  "spin_multiplicity": 1,
  "e_lumo_ev": -8.6,
  "de_lowest_kcal_mol": 6.1,
  "elements": ["H", "H", "H", "C", "O", "C", "Mg", "O", "C", "O", "C", "H", "H", "O", "H", "Cu", "Li", "C"],
  "xyz": [[-3.1901, -2.0959, 1.2740], [-4.2737, -1.7211, 2.6460], [3.6979, -0.6425, -0.8945], [-1.9381, 0.1412, 1.4426], [-2.9210, -0.2666, 2.2350], [1.3130, 0.6650, -1.0679], [-1.6207, -0.0853, -0.6816], [-1.0295, 0.7507, 2.0263], [3.4473, -0.2698, -1.8938], [0.1066, 0.4312, -1.3131], [-3.7758, -1.3073, 1.7650], [-4.5296, -0.9050, 1.0756], [2.0175, 0.6625, -3.1557], [1.7281, 1.1608, 0.0193], [4.1443, -0.5050, -2.6969], [3.9145, 2.1714, -0.1931], [0.6024, 1.4353, 1.5545], [2.3068, 0.3806, -2.1418]],
  "mulliken_charge": [0.333, 0.237, 0.338, 0.334, -0.287, 1.146, 0.957, -0.718, -0.980, -0.544, -0.684, 0.322, 0.366, -0.750, 0.318, 0.801, 1.030, -0.221]
}

(5)
{
  "formula": "C7H12N2O3S",
  "method": "ωB97M-V/def2-TZVPD",
  "gap_ev": [8.09, 8.10],
  "charge": 0,
  "spin_multiplicity": 1,
  "e_lumo_ev": [-0.3, -0.3],
  "de_lowest_kcal_mol": 159.5,
  "elements": ["H", "N", "C", "H", "H", "H", "C", "O", "C", "H", "O", "H", "H", "H", "H", "S", "H", "C", "C", "H", "H", "C", "N", "C", "O"],
  "xyz": [[-0.1456, 1.0884, 2.9999], [0.6070, -0.2820, -1.3320], [-1.9105, 0.1810, 1.0625], [2.2526, 0.5897, -1.9300], [1.4263, 1.4220, -0.2138], [-2.0726, -1.0875, -1.4785], [0.5963, 1.2548, 2.2468], [1.7885, -0.2571, -2.0187], [-0.8087, -0.7257, 1.2789], [-0.5306, 1.0863, -0.4135], [1.9155, 0.7408, 2.5506], [-0.9168, -1.5814, 0.7474], [-0.9484, -2.2912, -2.3075], [2.7206, -0.5127, 0.8913], [1.8557, -1.2767, 2.2494], [-0.7528, 0.0251, -3.0850], [-0.9592, -1.2227, 2.2425], [-1.6518, -1.5106, -2.5162], [1.8465, -0.4078, 1.6523], [-2.4879, -1.8971, -3.1250], [0.5963, 2.2407, 1.6962], [0.4541, 0.1254, 1.1208], [-2.7778, 0.9018, 0.7936], [0.4770, 0.6887, -0.3062], [-1.5440, 1.2318, -2.7980]],
  "mulliken_charge": [0.372, -0.035, 0.344, 0.368, 0.423, 0.083, -0.636, -0.452, -1.004, 0.198, -0.410, 0.438, 0.302, 0.196, 0.307, 0.538, 0.428, -0.668, -0.646, 0.383, 0.317, 1.079, -0.509, -0.912, -0.503]
}

(6)
{
  "formula": "C3H4O3",
  "method": "ωB97M-V/def2-TZVPD",
  "gap_ev": 11.03,
  "smiles": "O=C1COCO1",
  "charge": 0,
  "spin_multiplicity": 1,
  "e_lumo_ev": 0.8,
  "de_lowest_kcal_mol": 43.0,
  "elements": ["H", "O", "C", "O", "O", "H", "H", "C", "H", "C"],
  "xyz": [[0.1156, -1.3334, -0.3955], [-1.1700, 0.5818, -0.0045], [-0.3393, 0.4468, 1.1449], [0.9823, 0.3330, 0.6774], [-0.9664, -0.2037, -2.1621], [-0.5738, -0.4893, 1.6813], [-0.4364, 1.3184, 1.7942], [-0.4976, 0.0537, -1.0911], [1.7468, -0.4278, -1.0679], [0.7999, -0.3472, -0.5202]],
  "mulliken_charge": [0.218, -0.314, -0.114, -0.369, -0.547, 0.281, 0.245, 0.532, 0.353, -0.285]
}

Number 1: molar mass 94.5 g mol⁻¹. Number 2: molar mass 116.1 g mol⁻¹. Number 3: molar mass 120.2 g mol⁻¹. Number 4: molar mass 224.9 g mol⁻¹. Number 5: molar mass 204.3 g mol⁻¹. Number 6: molar mass 88.1 g mol⁻¹.